Entry 1:
Entry from OMol25: a cluster of 2 separate species, CH7N2S in total in a non-equilibrium geometry (wB97M-V/def2-TZVPD).

Structure (XYZ):
```
11
Properties=species:S:1:pos:R:3:nbo_charge:R:1
S -1.047 3.227 -0.926 -1.03
H -0.411 2.175 -1.473 0.05
N -0.168 0.327 0.861 -0.89
C 0.038 -1.077 0.547 -0.04
N 0.818 -1.292 -0.658 -0.83
H -0.832 0.433 1.610 0.36
H -0.221 0.929 0.049 0.41
H -0.864 -1.686 0.517 0.14
H 0.612 -1.533 1.375 0.14
H 1.698 -0.798 -0.527 0.35
H 0.376 -0.706 -1.375 0.35
```

HOMO energy = -2.675 eV
Frontier orbital gap = 6.67 eV
Charge = -1
Molecular weight = 79.15 g/mol
Multiplicity = 1

=====

Entry 2:
Entry from OMol25: a structure of composition C44H46BF32LiO22 in a non-equilibrium geometry (wB97M-V/def2-TZVPD).

Structure (XYZ):
```
146
Properties=species:S:1:pos:R:3:mulliken_spin:R:1
Li -16.577 -16.031 9.128 0.00
O -22.704 -13.499 5.786 0.00
C -21.988 -13.427 6.760 -0.01
O -20.638 -13.509 6.798 -0.04
B -20.165 -13.279 8.148 -0.11
O -21.381 -13.397 8.990 0.02
C -22.498 -13.329 8.266 0.00
O -23.613 -13.124 8.737 0.00
O -19.463 -12.002 8.336 0.09
C -18.371 -12.198 8.935 0.18
O -17.674 -11.260 9.350 0.16
C -18.203 -13.707 9.160 0.53
O -19.127 -14.283 8.480 0.08
O -17.266 -14.284 9.793 0.08
O -14.813 -15.105 9.280 0.00
C -14.393 -13.948 9.188 0.00
O -14.589 -13.139 8.083 0.00
C -14.325 -11.773 8.360 0.00
C -14.020 -11.754 9.870 0.00
C -13.663 -13.143 10.269 0.00
H -15.187 -11.139 8.150 0.00
H -13.478 -11.385 7.794 0.00
H -14.966 -11.625 10.397 0.00
H -13.435 -10.912 10.239 0.00
H -13.962 -13.481 11.261 0.00
H -12.662 -13.481 9.998 0.00
O -16.486 -16.837 11.021 0.00
C -17.344 -17.472 11.658 0.00
O -18.602 -17.700 11.184 0.00
C -19.361 -18.508 12.040 0.00
C -18.420 -18.886 13.133 0.00
C -17.315 -17.864 13.112 0.00
H -19.629 -19.461 11.583 0.00
H -20.171 -17.903 12.447 0.00
H -17.959 -19.861 12.976 0.00
H -18.902 -18.854 14.110 0.00
H -16.339 -18.348 13.166 0.00
H -17.524 -16.931 13.635 0.00
O -20.270 -7.814 6.804 0.00
C -20.941 -8.521 6.078 0.00
O -22.141 -9.016 6.500 0.00
C -22.790 -9.648 5.470 0.00
C -21.843 -9.716 4.241 0.00
C -20.770 -8.704 4.549 0.00
H -23.692 -9.095 5.206 0.00
H -23.042 -10.664 5.771 0.00
H -22.519 -9.411 3.442 0.00
H -21.519 -10.754 4.167 0.00
H -20.801 -7.661 4.234 0.00
H -19.758 -8.985 4.258 0.00
O -16.387 -15.716 6.474 0.00
C -16.539 -14.813 5.659 -0.01
O -15.748 -14.728 4.608 0.00
C -16.391 -13.932 3.614 0.00
C -17.116 -12.924 4.452 0.00
C -17.605 -13.755 5.556 0.04
H -16.972 -14.541 2.921 0.00
H -15.681 -13.390 2.990 0.00
H -17.943 -12.585 3.828 0.00
H -16.513 -12.059 4.726 0.00
H -18.619 -14.093 5.339 -0.01
H -17.863 -13.138 6.417 -0.01
O -28.583 -16.522 7.075 0.00
C -27.613 -15.757 6.850 0.00
O -27.216 -14.789 7.706 0.00
C -25.927 -14.277 7.383 0.00
C -25.680 -14.829 5.978 0.00
C -26.623 -15.988 5.765 0.00
H -25.441 -14.808 8.201 0.00
H -25.863 -13.189 7.389 0.00
H -24.620 -15.020 5.812 0.00
H -25.775 -14.003 5.274 0.00
H -25.939 -16.813 5.965 0.00
H -26.943 -15.976 4.723 0.00
C -21.116 -15.460 0.704 0.00
C -20.499 -15.097 2.034 0.00
C -21.585 -14.620 3.026 0.00
F -22.291 -13.583 2.584 0.00
F -22.476 -15.534 3.375 0.00
F -19.849 -16.119 2.668 0.00
F -19.635 -14.078 1.983 0.00
O -20.197 -16.186 -0.166 0.00
C -20.530 -16.035 -1.528 0.00
C -19.749 -17.032 -2.460 0.00
F -20.157 -16.933 -3.733 0.00
F -18.464 -16.881 -2.362 0.00
F -21.806 -16.286 -1.553 0.00
F -20.253 -14.765 -1.840 0.00
H -21.530 -14.548 0.274 0.00
H -21.879 -16.213 0.904 0.00
H -21.103 -14.330 3.960 0.00
H -20.061 -18.025 -2.135 0.00
C -16.753 -11.983 13.046 -0.01
C -16.769 -10.707 13.926 0.00
C -15.370 -10.054 13.915 0.00
F -14.392 -10.978 14.259 0.00
F -15.029 -9.438 12.810 0.00
F -17.687 -9.835 13.477 0.00
F -17.007 -10.980 15.215 0.00
O -15.645 -12.836 13.319 0.00
C -15.947 -14.122 13.719 0.00
C -14.669 -14.912 13.857 0.00
F -14.859 -16.141 14.271 0.00
F -13.851 -14.935 12.804 0.00
F -16.501 -14.034 14.932 0.00
F -16.780 -14.710 12.928 0.01
H -16.547 -11.695 12.016 0.00
H -17.754 -12.380 13.221 0.00
H -15.375 -9.169 14.552 0.00
H -14.054 -14.499 14.656 0.00
C -25.339 -11.318 11.425 0.00
C -26.595 -11.764 10.657 0.00
C -26.875 -10.792 9.409 0.00
F -25.937 -10.476 8.548 0.00
F -27.882 -11.255 8.624 0.00
F -26.410 -12.981 10.253 0.00
F -27.718 -11.951 11.370 0.00
O -25.263 -9.939 11.877 0.00
C -26.347 -9.503 12.764 0.00
C -25.719 -8.233 13.332 0.00
F -26.499 -7.715 14.306 0.00
F -24.566 -8.565 13.999 0.00
F -27.475 -9.202 12.121 0.00
F -26.611 -10.454 13.686 0.00
H -24.531 -11.561 10.735 0.00
H -25.152 -11.988 12.263 0.00
H -27.132 -9.816 9.821 0.00
H -25.450 -7.486 12.585 0.00
C -24.688 -16.248 13.621 0.00
C -26.096 -16.113 13.053 0.00
C -27.129 -16.644 14.055 0.00
F -26.806 -17.779 14.668 0.00
F -27.459 -15.827 15.119 0.00
F -26.440 -14.870 12.913 0.00
F -26.172 -16.575 11.801 0.00
O -23.763 -15.635 12.744 0.00
C -22.451 -15.420 13.218 0.00
C -21.572 -14.862 12.106 0.01
F -20.417 -14.431 12.715 0.00
F -21.201 -15.867 11.238 0.00
F -22.631 -14.571 14.250 0.00
F -22.009 -16.624 13.642 0.00
H -24.525 -17.325 13.601 0.00
H -24.692 -15.924 14.661 0.00
H -28.122 -16.839 13.649 0.00
H -22.093 -14.014 11.663 0.00
```

<S²> = 0.7533
HOMO energy (spin up / spin down) = -1.365 / -5.354 eV
Frontier orbital gap (spin up / spin down) = 3.21 / 7.20 eV
Charge = -1
Molecular weight = 1552.52 g/mol
Multiplicity = 2

=====

Entry 3:
Entry from OMol25: a structure of composition C37H32N3P2V in a non-equilibrium geometry (wB97M-V/def2-TZVPD).

Structure (XYZ):
```
75
Properties=species:S:1:pos:R:3:mulliken_spin:R:1
V 0.373 -1.160 0.610 2.78
C 2.334 2.150 -1.320 0.00
N 1.228 1.566 -0.526 0.03
P 1.821 1.148 1.075 -0.01
C 2.100 2.764 1.843 -0.01
C 1.520 3.932 1.361 0.00
C 1.760 5.137 2.010 0.00
C 2.568 5.172 3.139 0.00
C 3.144 4.004 3.623 0.00
C 2.919 2.801 2.969 0.00
C 0.238 0.691 1.991 -0.04
C -0.928 1.474 1.977 0.08
C -2.017 1.126 2.753 0.00
C -1.974 0.001 3.577 0.03
C -0.832 -0.775 3.634 0.02
C 0.272 -0.439 2.845 0.05
P 0.147 0.385 -1.187 -0.02
C -1.437 1.269 -1.383 -0.02
C -2.567 0.532 -1.738 -0.02
C -3.790 1.162 -1.910 0.01
C -3.895 2.537 -1.733 0.00
C -2.772 3.278 -1.391 0.00
C -1.548 2.644 -1.217 -0.01
C 0.597 0.041 -2.898 -0.01
C 1.007 -1.243 -3.249 0.02
C 1.296 -1.551 -4.574 0.01
C 1.178 -0.576 -5.550 0.00
C 0.757 0.708 -5.208 0.00
C 0.456 1.014 -3.893 0.00
H 2.252 3.236 -1.359 0.00
H 2.336 1.758 -2.333 0.00
H 3.300 1.901 -0.869 0.00
H 0.876 3.899 0.490 0.00
H 1.314 6.048 1.632 0.00
H 2.756 6.113 3.639 0.00
H 3.777 4.029 4.501 0.00
H 3.387 1.895 3.336 0.00
H -0.963 2.365 1.364 0.01
H -2.909 1.740 2.727 0.00
H -2.834 -0.263 4.178 0.00
H -0.785 -1.636 4.286 0.00
H 1.204 -0.995 2.966 -0.01
H -2.499 -0.540 -1.893 -0.01
H -4.661 0.583 -2.187 0.00
H -4.849 3.029 -1.869 0.00
H -2.850 4.351 -1.264 0.00
H -0.670 3.223 -0.950 0.00
H 1.098 -2.003 -2.489 0.03
H 1.609 -2.553 -4.837 0.00
H 1.400 -0.816 -6.581 0.00
H 0.655 1.466 -5.974 0.00
H 0.103 2.008 -3.641 0.00
C -4.622 -3.487 1.549 0.00
C -3.746 -4.569 1.618 0.00
C -2.405 -4.415 1.304 0.00
C -1.954 -3.163 0.924 -0.13
C -2.810 -2.080 0.856 0.16
C -4.154 -2.240 1.166 0.02
N -0.572 -2.886 0.583 -0.06
N 0.201 -3.885 0.584 0.18
C 1.527 -3.575 0.177 -0.09
C 2.411 -4.650 0.081 0.00
C 3.687 -4.420 -0.387 0.03
C 4.068 -3.126 -0.748 0.00
C 3.184 -2.065 -0.627 0.09
C 1.871 -2.252 -0.167 -0.11
H -5.667 -3.622 1.791 0.00
H -4.113 -5.542 1.918 0.00
H -1.719 -5.248 1.347 0.00
H -2.436 -1.104 0.557 -0.03
H -4.825 -1.393 1.103 0.00
H 2.084 -5.643 0.366 0.00
H 4.389 -5.239 -0.474 0.00
H 5.071 -2.954 -1.121 0.00
H 3.527 -1.074 -0.906 0.02
```

<S²> = 3.7804
HOMO energy (spin up / spin down) = -10.269 / -11.149 eV
Frontier orbital gap (spin up / spin down) = 6.97 / 7.61 eV
Charge = +1
Molecular weight = 631.58 g/mol
Multiplicity = 4

=====

Total energy, respectively: -550.014763; -6587.879434; -3219.872841 hartree.